This record from the OMol25 dataset describes C10H16OSSi as an isolated structure at a distorted geometry. The level of theory is the ωB97M-V functional and the def2-TZVPD basis.

Summary:
Frontier orbital gap = 8.504 eV
Charge = 0
Energy above the lowest of the compared OMol25 structures with the same formula, charge and spin = 166.3 kJ/mol
Molecular weight = 212.39 g/mol
Highest occupied orbital energy = -7.73 eV

Each line ends with the Mulliken charge.
CARTESIAN COORDINATES (ANGSTROEM)
1 S -1.967442 -0.539230 -2.913319  -0.251
2 Si -1.036469 0.669941 0.220147  0.295
3 O -0.742769 -0.767903 0.847161  -0.108
4 C 0.355469 2.005070 0.606893  0.250
5 C -0.876752 0.448326 -2.113269  -0.964
6 C -0.379147 -3.169401 0.866621  -0.219
7 C 2.636119 2.518572 1.275508  -0.356
8 C 1.269285 4.150277 0.136837  -0.517
9 C 1.577774 1.638323 1.268730  -0.451
10 C -0.928258 -4.560646 0.396143  -1.237
11 C -1.139500 -1.966895 0.200247  -0.451
12 C 0.237667 3.256740 0.095461  -0.484
13 C 2.448653 3.774086 0.815511  -0.460
14 H 0.674000 -3.115604 0.549487  0.218
15 H -1.362760 -4.522314 -0.554056  0.379
16 H -0.801443 -1.786264 -0.758692  0.208
17 H -2.207779 -2.167285 0.162608  0.344
18 H 1.290272 5.131677 -0.213516  0.414
19 H 0.148713 0.017263 -2.121396  0.384
20 H 3.610800 2.208677 1.556547  0.381
21 H 3.229047 4.484642 0.734830  0.349
22 H 1.610825 0.622726 1.549606  0.486
23 H -0.674224 3.528530 -0.388162  0.364
24 H -1.319273 -1.514194 -3.431778  0.096
25 H -0.133173 -5.295647 0.308009  0.347
26 H -0.409246 -2.923665 1.972529  0.293
27 H -2.394276 1.351980 0.354133  -0.125
28 H -1.746446 -4.862240 1.066617  0.309
29 H -0.969666 1.384456 -2.489439  0.506

Atoms 1-2, force components in eV/Å:
-4.24 -0.64 -0.80
0.42 2.87 -3.53



This record from the OMol25 dataset describes C10H17AlN4S as an isolated structure at a distorted geometry. The level of theory is the ωB97M-V functional and the def2-TZVPD basis.

Summary:
Frontier orbital gap = 8.199 eV
Charge = +2
Energy above the lowest of the compared OMol25 structures with the same formula, charge and spin = 0.0 kJ/mol
Molecular weight = 252.32 g/mol
Highest occupied orbital energy = -15.27 eV

Each line ends with the Mulliken charge.
CARTESIAN COORDINATES (ANGSTROEM)
1 S 1.594129 1.950711 1.376146  -0.219
2 Al 0.144188 0.458230 0.506062  0.477
3 N -0.792418 2.233547 -0.236516  -0.361
4 N 0.976474 -0.686862 -0.907634  0.058
5 N 1.860210 4.499735 0.653088  -0.354
6 N 0.238916 3.246090 -0.467993  -0.266
7 C -1.454851 -3.217664 0.565435  -0.960
8 C -2.830756 -2.062527 2.161009  -0.737
9 C 1.174097 3.372065 0.475396  0.582
10 C -2.499344 -3.210631 1.475927  -0.482
11 C -1.101902 -0.869293 1.034640  0.970
12 C -0.761367 -2.056711 0.394999  0.431
13 C -2.141923 -0.888702 1.954691  -0.584
14 C 0.638550 -2.055071 -0.314624  -0.794
15 C 2.492528 -0.580953 -1.190032  -0.981
16 C 0.258221 -0.481823 -2.219703  -1.139
17 H -3.634446 -2.098420 2.895585  0.404
18 H 2.569327 4.517104 1.312270  0.217
19 H 0.713903 -2.865444 -1.074765  0.437
20 H 0.819978 -1.031644 -3.017432  0.367
21 H -1.566021 2.626826 0.311852  0.354
22 H 0.334657 0.552792 -2.522420  0.376
23 H 2.857070 -1.415373 -1.796862  0.360
24 H -2.475479 -0.022364 2.530788  0.412
25 H 1.659255 5.364536 0.097166  0.255
26 H 1.379498 -2.163706 0.489917  0.443
27 H 2.602636 0.356168 -1.798621  0.358
28 H -0.755244 -0.801116 -2.071917  0.474
29 H 3.016859 -0.483411 -0.277985  0.412
30 H -1.117385 -4.108028 0.044957  0.441
31 H -0.123579 4.076403 -0.867679  0.285
32 H -2.952078 -4.179484 1.659498  0.414
33 H -1.123703 2.025020 -1.175241  0.350

Atoms 1-2, force components in eV/Å:
0.53 0.56 0.56
-0.21 0.20 -0.48



This record from the OMol25 dataset describes an isolated ion of composition C10H17Br2N3O4P and charge +1 at a distorted geometry. The level of theory is the ωB97M-V functional and the def2-TZVPD basis.

Summary:
Frontier orbital gap = 8.521 eV
Charge = +1
SMILES string = C/C(Br)=C(/Br)[C@]1(CCC(=O)O)NC(NP(C)O)=[NH+]CO1
Molecular weight = 434.04 g/mol
Highest occupied orbital energy = -12.06 eV

Each line ends with the Mulliken charge.
CARTESIAN COORDINATES (ANGSTROEM)
1 Br 2.406264 2.250715 -2.408954  -0.020
2 Br 4.164649 3.298392 0.143933  -0.126
3 P -0.162359 -4.346326 0.326139  0.188
4 O 0.273169 0.542173 -1.823743  -0.441
5 O -2.239983 3.115103 1.851267  -0.527
6 O -3.079824 2.930032 -0.223090  -0.455
7 O -0.062007 -4.654074 -1.268539  -0.490
8 N 0.678830 -2.749681 0.472399  -0.317
9 N -0.270581 -1.738818 -1.389409  -0.069
10 N 1.307095 -0.570034 -0.073924  -0.016
11 C -0.309239 1.271434 0.419505  -0.909
12 C 2.684115 2.167362 0.391389  0.240
13 C -1.891090 -3.764753 0.516487  -0.789
14 C 0.771750 0.757196 -0.527133  1.122
15 C -0.719039 -0.442228 -1.913540  -0.529
16 C 0.567052 -1.677762 -0.296630  0.504
17 C -2.069301 2.959438 0.677232  0.229
18 C 1.966879 1.726200 -0.651350  -0.732
19 C 2.426167 1.861522 1.852066  -1.344
20 C -0.706377 2.724701 0.081544  -0.287
21 H 3.219104 2.306553 2.450924  0.467
22 H -0.878700 -4.433690 -1.737708  0.352
23 H 1.352338 -2.727918 1.227411  0.271
24 H 1.616038 -0.539606 0.892468  0.153
25 H -0.728208 2.829084 -1.004880  0.386
26 H -1.649978 -0.159028 -1.415596  0.275
27 H -0.948609 -0.566787 -2.970769  0.399
28 H -1.906198 -2.741118 0.891999  0.198
29 H 0.006417 1.202237 1.459721  0.520
30 H -1.204594 0.645285 0.343142  0.436
31 H -2.388606 -4.406801 1.243380  0.352
32 H -0.001550 3.424816 0.526997  0.373
33 H -2.450766 -3.789330 -0.420830  0.303
34 H 0.126842 -2.326366 -2.115388  0.361
35 H -3.842276 2.498417 0.190081  0.361
36 H 1.501510 2.328984 2.199222  0.289
37 H 2.441064 0.794673 2.084188  0.272

Atoms 1-2, force components in eV/Å:
-0.03 -0.06 0.05
0.02 0.06 -0.04



This record from the OMol25 dataset describes C10H17Cl3HfO2 as an isolated structure at a distorted geometry. The level of theory is the ωB97M-V functional and the def2-TZVPD basis.

Summary:
Frontier orbital gap = 5.902 eV
Charge = -2
Energy above the lowest of the compared OMol25 structures with the same formula, charge and spin = 0.0 kJ/mol
Molecular weight = 454.09 g/mol
Highest occupied orbital energy = -0.89 eV

Each line ends with the Mulliken charge.
CARTESIAN COORDINATES (ANGSTROEM)
1 Hf 1.793480 -0.645961 0.877429  1.445
2 Cl -0.772334 -3.196621 4.433356  -0.979
3 Cl 0.779274 -0.536382 3.076912  -0.466
4 Cl 3.282383 -2.384279 1.608293  -0.575
5 O 2.287333 -1.141459 -1.034665  -0.669
6 O 2.671915 1.048894 0.868821  -0.611
7 C -0.086638 -0.655404 -2.788571  -1.869
8 C -0.402342 1.233266 0.442472  0.357
9 C -0.314642 -0.150901 -1.434017  0.880
10 C -2.063158 -0.168861 1.870123  -1.563
11 C -1.196135 0.061724 0.702960  0.736
12 C 0.146191 1.102599 -0.899429  0.748
13 C -1.116479 -0.796082 -0.434643  0.329
14 C -1.888957 -2.033997 -0.625949  -1.676
15 C 0.976920 2.089635 -1.592677  -1.767
16 C -0.227868 2.391111 1.327709  -1.693
17 H -1.992937 -1.205743 2.231262  0.309
18 H 0.797990 -0.206814 -3.247698  0.345
19 H 2.756912 -1.987356 -1.189451  0.196
20 H -0.934054 -0.467491 -3.452388  0.300
21 H -3.114731 0.039970 1.667902  0.307
22 H 3.451511 0.847398 0.303413  0.299
23 H 0.721136 2.907456 1.136952  0.317
24 H -1.763820 0.440652 2.729367  0.324
25 H 0.398112 2.786670 -2.208336  0.256
26 H 0.075933 -1.738353 -2.792555  0.357
27 H -1.987527 -2.595824 0.308974  0.387
28 H -1.417785 -2.691114 -1.362253  0.372
29 H 1.696180 1.595755 -2.256849  0.379
30 H -0.195483 2.086375 2.381383  0.347
31 H -1.030956 3.130093 1.229575  0.268
32 H 1.572715 2.684660 -0.892548  0.355
33 H -2.902139 -1.843615 -0.984872  0.252

Atoms 1-2, force components in eV/Å:
-3.93 0.16 -0.87
-0.30 -0.37 0.18



Which value of frontier orbital gap does entry 2 give?
8.199 eV